Entry 1:
C31H41Br2MgN6O3PS as an isolated structure, computed with wB97M-V/def2-TZVPD.

Computed properties:
E_HOMO, hartree: -0.2607
Lowest unoccupied orbital energy, eV: -0.34
Kohn-Sham gap, Ha: 0.2480
Total charge: 0

Last column: Löwdin charge in e.
CARTESIAN COORDINATES (ANGSTROEM)
H 1.5578 -2.5723 -0.6971  0.0199
O -1.0082 -0.5164 -1.8783  -0.0870
H 2.6289 2.1722 1.3110  0.1066
H -0.9206 2.6890 3.2745  0.0510
H -3.7035 -2.7656 -3.6723  0.0967
H -2.1162 0.6752 2.5770  0.1287
H -0.8579 -4.7357 1.1233  0.0535
C 3.1029 -0.5549 4.5664  -0.1708
H -0.9336 3.3115 1.6036  0.0818
S -0.7954 -2.3137 0.5705  0.6936
H 3.8447 4.5396 -2.8161  0.0919
C 2.3073 3.3936 -1.8413  -0.6139
H -1.5164 -6.1630 0.3301  0.1163
N 1.7779 0.0634 4.5785  -0.1397
C 3.4576 3.5467 -2.6330  -0.1857
H -3.9249 -4.4959 -1.8253  0.0629
N 2.7321 1.9931 3.4228  -0.0651
N -2.0300 -2.5978 -1.8727  0.1071
H 2.8896 -3.3588 -1.5865  0.0809
C -1.9084 -5.2333 -2.0086  -0.2162
H 2.9807 -1.6357 4.5336  0.1333
C 3.2711 -0.5832 2.1575  -0.2870
O -0.5031 0.7655 1.3171  -0.5057
N 3.9112 -0.1380 3.4250  -0.1464
C -1.4165 -3.1517 -0.8001  -0.7015
C -3.7599 0.9943 -4.5433  -0.0781
H -3.7709 2.0509 -4.7787  0.1013
H 1.3476 -3.0264 -2.3769  0.0972
C -3.7294 -1.7144 -3.9280  -0.0279
H 3.2419 -1.6758 2.1646  0.0887
C -4.6345 0.1259 -5.1838  -0.0934
H 4.6236 1.6167 2.5577  0.1407
H -3.7871 -6.0185 -2.7232  0.0744
H 1.2658 -4.9530 -0.1038  0.0543
H 0.6664 -6.3659 -0.9843  0.0697
H -1.3901 -6.1933 -2.0360  0.1088
H 0.9339 1.9704 4.5400  0.1318
H 0.9227 -6.4618 0.7584  0.0747
C -2.8504 -0.8473 -3.2869  -0.1278
H -5.2965 -1.9089 -5.3777  0.0987
P 1.5215 0.0414 1.8003  1.0002
H -2.1735 1.1689 -3.0976  0.1146
H 3.9179 -0.2945 1.3234  0.0869
H 0.8097 -1.4955 3.5505  0.0988
C -2.7305 1.3351 0.6446  -0.0469
C 2.5904 -1.3039 -2.1040  -0.2985
H -2.8953 0.3213 0.2734  0.0729
C -1.8811 -1.3398 -2.2496  -0.4258
C -1.4845 2.7119 2.3348  -0.0604
H -5.3292 0.5052 -5.9229  0.0983
C 4.0769 2.4609 -3.1736  -0.6451
C 1.7064 2.1627 -1.6039  -0.4317
H 2.4375 1.8025 5.4985  0.1383
C 3.7008 -1.2410 -2.9772  -0.0117
H 4.5869 1.6020 4.3471  0.1369
H -2.3588 1.9530 -0.1795  0.0886
H 3.6232 -0.2875 5.4888  0.1303
N -1.3387 -4.4941 -0.8775  -0.1307
H -3.6907 1.7397 0.9739  0.0792
H -0.0895 0.0111 3.6168  0.0901
C -1.7088 1.3136 1.7730  -0.5498
C -4.6177 -1.2297 -4.8770  -0.0844
C -0.8289 -5.3216 0.2088  -0.2577
C 0.9053 -0.4108 3.4829  -0.2512
H 5.0618 0.0206 -4.0150  0.0792
N 1.9859 -0.2160 -1.6834  0.1268
H -3.6384 -6.0155 -0.9627  0.0702
O 0.6176 1.9919 -0.9477  -0.1372
H -1.6801 -4.7092 -2.9330  0.1098
C -3.4063 -5.4527 -1.8698  -0.0774
H -2.4336 3.2139 2.5422  0.0781
Br 1.5117 4.9360 -1.0852  0.7412
Mg 0.1050 0.1294 -0.4783  0.4244
C 4.0847 1.2691 3.4379  -0.1262
C 2.4530 1.0132 -2.0956  -0.1109
H 2.8985 2.9900 3.5563  0.1766
H 4.1509 -2.1639 -3.3197  0.1143
C 0.5881 -5.8074 -0.0491  -0.0721
C 2.0731 -2.6393 -1.6556  -0.0333
C 3.5961 1.1550 -2.9021  -0.1942
H 1.0956 2.4108 2.1555  0.0793
C -2.8666 0.5078 -3.6001  -0.0152
C 1.9019 1.4771 4.6055  -0.1117
C 1.9945 1.8006 2.1184  -0.2062
C 4.2008 -0.0382 -3.3623  -0.0231
Br 5.6056 2.7196 -4.2650  0.7482

Atoms 1-2, force components in eV/Å:
0.0 0.1 0.0
-0.3 -0.1 -0.4

Entry 2:
C31H41BrFeN12OS as an isolated structure, computed with wB97M-V/def2-TZVPD.

Computed properties:
E_HOMO (spin up / spin down), hartree: -0.0960 / -0.0934
Spin multiplicity: 2
⟨S²⟩: 0.761
Lowest unoccupied orbital energy (spin up / spin down), eV: 1.30 / 1.34
Kohn-Sham gap (spin up / spin down), Ha: 0.1439 / 0.1425
Total charge: -1

Last column: Löwdin charge in e.
CARTESIAN COORDINATES (ANGSTROEM)
H -0.1837 1.8563 2.4289  0.0716
N -4.4626 -0.3136 0.4832  -0.1247
C 3.1638 2.8482 1.6513  -0.1118
H 6.3956 -0.6582 3.3781  0.0935
H 2.0238 0.0139 -5.0927  0.0872
C 2.2071 0.5161 0.4735  -0.5134
N -0.6099 3.4898 -1.3551  0.0750
H -0.1208 2.1586 -4.5671  0.0819
H -0.0803 -2.3305 -5.8791  0.0836
Br -0.3002 -3.0061 -0.2477  0.8719
H 7.7496 1.0723 0.6004  0.1140
N -0.1011 -0.2438 2.3628  -0.3067
N -3.3072 -0.8656 0.6660  -0.0849
H -0.2092 -4.8792 -2.4609  0.0951
N 4.7714 -0.2131 1.2349  0.1286
H -2.2072 -5.3696 -5.0958  0.0893
C 2.4986 1.8650 2.4534  -0.0795
C -0.1434 -1.4366 -2.5987  -0.3916
O -0.1082 -0.4442 -1.7873  -0.1936
H 1.2742 -6.6958 -5.5359  0.0760
H -3.0425 3.0088 -0.7187  0.1292
C 1.2193 -5.7974 -4.9129  -0.0574
C -0.1004 -2.4667 -4.8054  -0.0095
H -0.9867 -4.1055 -6.9590  0.0852
H 3.6764 3.4988 -0.3084  0.0947
N -2.3307 0.0383 0.4108  -0.0185
H 1.1374 1.0579 -6.2180  0.0770
H 2.0955 -5.1791 -5.1184  0.0860
H 1.5119 -0.1690 3.7530  0.1205
C -2.9984 1.1309 0.0731  -0.4880
H -1.4227 1.0421 -6.1993  0.0779
N 0.9423 2.2611 -0.6581  -0.1041
C -0.1093 1.2829 -3.9101  -0.0749
H -0.9731 1.3318 -3.2513  0.0778
C 2.0823 0.6953 1.8662  -0.3155
H 7.4016 0.7573 3.0291  0.0832
H 8.0345 1.0985 -1.8645  0.0758
N -0.1340 1.7356 -0.0863  0.1335
H -2.2808 0.0329 -5.0226  0.0922
H 5.7009 0.9622 3.4899  0.0918
H 6.7646 0.3895 -2.9028  0.0858
S 2.6487 -1.0403 -0.2167  1.0215
C -0.1894 -2.7817 -2.1377  -0.5189
Fe -0.2242 -0.4135 0.2223  0.0982
C -0.1177 -3.7685 -4.3143  -0.1966
H 6.5960 2.0332 -2.2953  0.0928
H 1.6614 -1.3482 2.4224  0.1018
C -0.1715 -3.9031 -2.9302  -0.1060
C 5.9947 0.2680 1.5013  -0.2651
N 5.0396 -0.0100 -1.0804  0.1390
C 2.3350 1.7249 -0.3812  -0.2545
C -1.0950 2.5115 -0.5624  -0.4004
C 6.9630 1.0339 -2.0494  -0.0221
H 4.2001 -0.5973 1.9772  0.1523
H -1.7275 1.0323 2.6536  0.0816
H -1.4334 -0.7192 -6.3773  0.0694
C -0.0678 -5.0107 -5.2020  -0.5649
C 6.7586 0.6745 0.4424  0.0248
H -1.2848 -6.2544 -3.8812  0.0732
H -1.8587 -1.3357 2.6587  0.0656
C -0.1182 -1.3146 -4.0245  -0.0798
C 1.1143 0.0991 -5.6916  -0.0578
H -1.2601 -6.7948 -5.5634  0.0762
H 1.1263 -0.6960 -6.4394  0.0674
H 1.2644 -6.1040 -3.8667  0.0751
C -0.0837 -4.6568 -6.6897  -0.0756
H -0.3779 -2.3066 2.6284  0.0558
H -0.0586 -5.5743 -7.2834  0.0778
C 6.4034 0.3387 2.9337  -0.0003
H -0.5343 1.0537 3.9845  0.0898
C 3.1575 2.7714 0.3037  -0.0550
C -0.1244 0.0262 -4.7834  -0.5288
H 2.3483 2.0255 3.5142  0.0981
C 6.2184 0.5333 -0.8543  -0.3054
C -0.8145 -1.3681 2.9674  -0.1093
H 0.7803 1.3297 -3.2866  0.0656
C -1.3912 0.0954 -5.6518  -0.0533
N 0.6931 3.2968 -1.3914  0.0573
C -1.2772 -5.9121 -4.9167  -0.0574
H 2.7447 1.4898 -1.3637  0.1313
H 0.7831 -4.0540 -6.9677  0.0817
H 3.6800 3.6691 2.1381  0.0932
C -0.6674 1.0008 2.8916  -0.0810
N -4.3099 0.9689 0.0994  -0.0018
C 4.2846 -0.3992 -0.0417  -0.5157
C 1.3424 -0.3336 2.6764  -0.1763
N -2.4191 2.3603 -0.2688  0.1467
H -0.7547 -1.3318 4.0671  0.0856

Atoms 1-2, force components in eV/Å:
0.0 0.0 0.0
0.0 0.0 0.0

What maximum force values result from the calculations? In sequence: 0.63; 1.02 eV Å⁻¹.